{
  "formula": "BrH16O8",
  "method": "the ωB97M-V functional and the def2-TZVPD basis",
  "symbols": ["Br", "O", "H", "H", "O", "H", "H", "O", "H", "H", "O", "H", "H", "O", "H", "H", "O", "H", "H", "O", "H", "H", "O", "H", "H"],
  "positions_angstrom": [[-3.63, 41.62, -6.93], [-0.99, 40.54, -7.84], [-1.10, 40.77, -8.65], [-1.90, 40.44, -7.72], [-3.43, 42.70, -10.10], [-3.64, 42.44, -9.19], [-4.32, 42.75, -10.53], [-2.96, 38.65, -5.66], [-2.84, 38.62, -4.66], [-2.95, 39.60, -5.91], [-1.29, 43.48, -5.86], [-1.63, 44.43, -5.79], [-1.81, 42.98, -6.42], [-5.12, 39.70, -9.40], [-5.95, 39.21, -9.13], [-4.99, 40.20, -8.65], [-5.25, 41.65, -3.82], [-5.18, 42.52, -3.69], [-4.77, 41.54, -4.66], [-7.26, 41.70, -6.07], [-7.55, 40.80, -5.92], [-6.28, 41.78, -5.91], [-0.43, 40.84, -5.00], [0.06, 41.63, -4.78], [-0.99, 40.99, -5.79]],
  "mulliken_charge": [-0.8513, -0.4948, 0.2892, 0.2190, -0.6237, 0.2941, 0.3047, -0.6436, 0.3171, 0.2809, -0.5638, 0.2759, 0.3450, -0.5834, 0.3017, 0.2913, -0.6094, 0.2999, 0.2071, -0.6613, 0.3090, 0.2781, -0.6348, 0.2721, 0.3810],
  "charge": -1,
  "energy_ev": -86684.713
}